# 1
An isolated molecule of C4H5F2N at a distorted geometry. Source: OMol25; level of theory: ωB97M-V with the def2-TZVPD basis set.

Last column: Löwdin charge in e.
Atoms and positions in Å:
F: -3.238 0.304 0.306  -0.10
C: -2.055 -0.452 -0.112  0.00
C: -0.811 0.112 -0.234  -0.22
F: -0.511 1.416 0.078  -0.02
C: 0.576 -0.583 -0.225  -0.29
C: 1.603 0.549 -0.267  -0.16
N: 1.459 -0.354 0.929  0.00
H: -2.436 -1.612 -0.090  0.17
H: 0.549 -1.415 -1.061  0.17
H: 2.536 0.366 -1.134  0.16
H: 1.310 1.623 -0.060  0.11
H: 1.017 0.046 1.870  0.16

Output
- Strongest force on any atom: 4.1 eV/A
- Electronic energy: -11149.073 eV
- Orbital gap: 10.235 eV
- E_HOMO: -9.37 eV



# 2
An isolated molecule of C4H5F2NO at a distorted geometry. Source: OMol25; level of theory: ωB97M-V with the def2-TZVPD basis set.

Last column: Löwdin charge in e.
Atoms and positions in Å:
F: 1.668 -1.964 1.284  -0.02
C: 1.771 -0.844 0.399  -0.41
F: 2.177 -1.266 -0.691  0.18
C: 0.375 -0.116 0.302  -0.17
N: 0.546 1.084 0.848  0.09
O: -0.505 1.837 0.429  -0.17
C: -1.523 1.046 -0.368  -0.10
C: -0.808 -0.359 -0.792  -0.01
H: 2.479 -0.233 0.902  0.13
H: -2.038 1.748 -1.010  0.11
H: -2.170 0.950 0.479  0.09
H: -0.606 -0.693 -1.812  0.09
H: -1.368 -1.190 0.029  0.18

Output
- Strongest force on any atom: 7.0 eV/A
- Electronic energy: -13197.273 eV
- Orbital gap: 10.270 eV
- E_HOMO: -9.53 eV



# 3
An isolated molecule of C4H5F3O2 at a distorted geometry. Source: OMol25; level of theory: ωB97M-V with the def2-TZVPD basis set.

Last column: Löwdin charge in e.
Atoms and positions in Å:
C: 1.443 0.057 -1.588  -0.06
C: 0.810 1.033 -0.511  -0.18
O: 0.312 0.294 0.580  0.01
C: -0.850 -0.344 0.557  -0.30
O: -1.494 -0.582 -0.542  0.07
C: -1.529 -0.777 1.869  -0.50
F: -2.843 -0.383 1.779  0.15
F: -1.353 -2.151 1.996  0.13
F: -0.863 -0.083 2.734  0.20
H: 1.969 -0.772 -1.189  0.05
H: 2.224 0.713 -2.023  0.07
H: 0.724 -0.349 -2.413  0.11
H: -0.090 1.561 -0.938  0.14
H: 1.538 1.783 -0.311  0.10

Output
- Strongest force on any atom: 8.0 eV/A
- Electronic energy: -16475.289 eV
- Orbital gap: 11.569 eV
- E_HOMO: -10.84 eV



# 4
A cluster of 2 separate species, C4H5F4O4S in total at a distorted geometry. Source: OMol25; level of theory: ωB97M-V with the def2-TZVPD basis set.

Last column: Löwdin charge in e.
Atoms and positions in Å:
C: 0.336 -0.959 3.870  0.12
C: 0.866 -1.674 2.753  -0.13
O: 1.365 -2.213 1.444  -0.29
S: 0.466 -1.435 0.175  1.08
O: -0.811 -2.324 -0.074  -0.42
O: 0.055 0.082 0.836  -0.25
C: 0.361 1.195 -0.076  -0.26
F: 0.341 2.441 0.778  0.05
F: -0.717 1.433 -1.107  -0.01
C: 1.850 1.146 -0.761  -0.07
F: 2.912 1.206 0.293  0.01
F: 1.993 2.438 -1.531  -0.02
H: -0.270 -0.163 4.520  0.10
H: 2.011 0.295 -1.548  0.18
O: -2.545 -0.475 -2.523  0.33
H: -3.116 -1.156 -2.084  0.21
H: -2.021 0.040 -1.858  0.15
H: -3.077 0.122 -3.108  0.21

Output
- Strongest force on any atom: 10.8 eV/A
- Electronic energy: -34106.015 eV
- Net charge: +1
- Orbital gap: 7.738 eV
- E_HOMO: -12.78 eV



# 5
An isolated molecule of C4H5FN2O at a distorted geometry. Source: OMol25; level of theory: ωB97M-V with the def2-TZVPD basis set.

Last column: Löwdin charge in e.
Atoms and positions in Å:
C: 1.561 -0.672 0.700  -0.04
C: 0.952 0.320 -0.288  -0.32
F: 1.512 0.210 -1.546  -0.01
C: -0.618 0.185 -0.429  -0.29
C: -1.700 1.022 -0.023  -0.04
N: -2.834 0.189 -0.219  0.00
N: -2.509 -0.983 -0.591  0.09
O: -1.029 -0.945 -0.784  0.03
H: 0.861 -0.637 1.588  0.10
H: 1.629 -1.700 0.236  0.10
H: 2.675 -0.357 0.889  0.12
H: 1.240 1.317 -0.065  0.13
H: -1.740 2.051 0.530  0.14

Output
- Strongest force on any atom: 4.6 eV/A
- Electronic energy: -11971.329 eV
- Orbital gap: 10.757 eV
- E_HOMO: -10.07 eV



# 6
An isolated molecule of C4H5FO at a distorted geometry. Source: OMol25; level of theory: ωB97M-V with the def2-TZVPD basis set.

Last column: Löwdin charge in e.
Atoms and positions in Å:
C: 0.365 -0.105 -1.920  0.02
C: -0.698 0.066 -1.129  -0.27
O: -1.032 0.270 0.134  -0.02
C: 0.050 0.353 0.961  -0.13
C: 0.015 -0.315 2.133  -0.06
F: 0.819 0.157 3.181  -0.04
H: 1.452 0.097 -1.551  0.08
H: 0.270 -0.456 -2.923  0.04
H: -1.546 0.155 -1.703  0.09
H: 1.012 0.877 0.507  0.17
H: -0.708 -1.100 2.311  0.12

Output
- Strongest force on any atom: 4.4 eV/A
- Electronic energy: -8990.672 eV
- Orbital gap: 10.160 eV
- E_HOMO: -9.11 eV



# 7
An isolated molecule of C4H5FO3 at a distorted geometry. Source: OMol25; level of theory: ωB97M-V with the def2-TZVPD basis set.

Last column: Löwdin charge in e.
Atoms and positions in Å:
O: 1.542 -0.856 0.384  0.01
C: 1.286 -0.168 1.369  -0.29
O: 0.064 0.295 1.602  0.03
C: -0.857 0.441 0.444  -0.03
C: -0.846 -0.386 -0.908  -0.27
O: -0.255 -1.655 -1.061  -0.11
C: -0.214 0.851 -0.892  -0.23
F: -0.722 1.819 -1.754  0.01
H: 2.071 0.077 2.253  0.20
H: -1.745 0.782 0.853  0.12
H: -1.719 -0.327 -1.518  0.16
H: 0.434 -1.815 -0.083  0.21
H: 0.961 0.944 -0.689  0.20

Output
- Strongest force on any atom: 5.5 eV/A
- Electronic energy: -13084.973 eV
- Orbital gap: 10.028 eV
- E_HOMO: -9.59 eV



# 8
An isolated molecule of C4H5FOS at a distorted geometry. Source: OMol25; level of theory: ωB97M-V with the def2-TZVPD basis set.

Last column: Löwdin charge in e.
Atoms and positions in Å:
O: -1.754 -1.579 -0.766  0.07
C: -1.260 -0.748 -0.059  -0.64
S: -1.736 -0.056 1.538  0.97
C: -0.216 0.775 1.128  -0.45
C: -0.117 0.271 -0.283  -0.34
C: 1.110 -0.362 -0.725  -0.20
F: 0.954 -0.547 -2.068  -0.01
H: -0.245 1.844 1.221  0.08
H: 0.543 0.449 1.805  0.07
H: -0.558 0.967 -1.003  0.17
H: 1.303 -1.312 -0.184  0.15
H: 1.975 0.299 -0.605  0.13

Output
- Strongest force on any atom: 2.6 eV/A
- Electronic energy: -19828.492 eV
- Orbital gap: 10.211 eV
- E_HOMO: -9.70 eV



# 9
A structure of composition C4H5HgLiO at a distorted geometry. Source: OMol25; level of theory: ωB97M-V with the def2-TZVPD basis set.

Last column: Löwdin charge in e.
Atoms and positions in Å:
C: -0.868 -0.782 -2.047  -0.36
C: -0.038 -0.936 -2.936  0.02
H: 0.654 -1.097 -3.747  0.06
C: 1.095 0.188 0.409  -0.02
C: 0.069 0.571 1.385  -0.18
O: -1.161 0.346 1.247  -0.31
Hg: -1.924 -0.423 -0.422  1.31
H: 2.087 0.294 0.876  0.12
H: 1.000 -0.900 0.251  0.13
H: 0.998 1.102 -0.266  0.17
H: 0.421 0.804 2.403  0.16
Li: -2.332 0.832 2.849  0.90

Output
- Strongest force on any atom: 4.6 eV/A
- Electronic energy: -10634.354 eV
- Net charge: +2
- Orbital gap: 7.645 eV
- E_HOMO: -17.39 eV



# 10
An isolated molecule of C4H5I at a distorted geometry. Source: OMol25; level of theory: ωB97M-V with the def2-TZVPD basis set.

Last column: Löwdin charge in e.
Atoms and positions in Å:
C: 0.245 -0.902 1.275  0.05
C: 0.243 -0.172 0.180  -0.38
C: -0.076 1.011 -0.757  -0.10
C: 0.361 -0.341 -1.250  -0.32
I: 2.888 -0.266 -2.006  0.27
H: 0.636 -1.990 1.117  0.11
H: -0.116 -0.419 2.200  0.07
H: -1.153 1.123 -0.760  0.10
H: 0.577 1.867 -0.566  0.11
H: -0.029 -1.105 -1.949  0.09

Output
- Strongest force on any atom: 2.9 eV/A
- Electronic energy: -12326.111 eV
- Orbital gap: 7.869 eV
- E_HOMO: -9.07 eV



# 11
A cluster of 2 separate species, C4H5I in total at a distorted geometry. Source: OMol25; level of theory: ωB97M-V with the def2-TZVPD basis set.

Last column: Mulliken spin population.
Atoms and positions in Å:
C: 0.105 -0.012 -0.526  -0.06
C: -0.535 0.297 -1.665  0.33
C: 0.606 0.712 0.677  0.06
C: 0.498 -0.764 0.531  0.63
I: -1.558 -1.865 2.636  0.99
H: -1.035 -0.411 -2.290  0.01
H: -0.462 1.276 -2.116  0.00
H: 1.526 1.099 1.137  0.00
H: -0.256 1.232 1.086  0.02
H: 1.111 -1.565 0.532  0.01

Output
- Strongest force on any atom: 3.1 eV/A
- Spin multiplicity: 3
- Electronic energy: -12324.320 eV
- Orbital gap (alpha / beta): 8.613 / 6.319 eV
- E_HOMO (alpha / beta): -7.67 / -9.53 eV



# 12
A cluster of 2 separate species, C4H5I2N2O2S in total at a distorted geometry. Source: OMol25; level of theory: ωB97M-V with the def2-TZVPD basis set.

Last column: Mulliken spin population.
Atoms and positions in Å:
C: 1.276 0.319 -0.283  0.36
C: 2.392 -1.785 0.245  0.26
C: 3.404 0.610 -1.407  0.04
C: -1.217 0.472 0.931  0.00
N: 1.292 -0.927 0.251  -0.04
N: 2.287 0.826 -0.963  0.04
O: 3.454 -1.525 -0.206  0.64
O: 4.421 0.655 -1.903  0.04
S: -0.054 1.372 -0.131  0.13
I: 1.907 -3.633 1.184  0.50
I: 2.022 -1.825 -3.660  0.01
H: -1.644 -0.380 0.406  0.00
H: -2.014 1.181 1.147  0.00
H: -0.747 0.192 1.867  0.00
H: 0.446 -1.268 0.703  0.01
H: 2.352 -1.850 -5.188  0.00

Output
- Strongest force on any atom: 6.4 eV/A
- Spin multiplicity: 3
- Electronic energy: -38329.471 eV
- Net charge: +1
- Orbital gap (alpha / beta): 6.035 / 3.832 eV
- E_HOMO (alpha / beta): -10.57 / -13.05 eV



# 13
A structure of composition C4H5LiO2Pb at a distorted geometry. Source: OMol25; level of theory: ωB97M-V with the def2-TZVPD basis set.

Last column: Mulliken spin population.
Atoms and positions in Å:
H: -2.407 1.362 -1.228  0.00
C: -2.860 0.463 -0.771  0.00
C: -2.319 -0.830 -1.132  0.53
O: -3.737 0.591 0.086  0.17
Li: -4.926 1.848 0.734  0.00
H: -1.913 -0.879 -2.148  0.00
H: -2.961 -1.684 -0.901  0.02
C: -0.418 -1.505 -0.011  -0.19
C: 0.730 -0.934 -0.449  0.38
O: 1.416 -0.563 -1.348  0.04
Pb: 3.336 -0.100 -2.084  0.03
H: -0.467 -2.581 -0.214  0.00
H: -0.663 -1.277 1.032  0.01

Output
- Strongest force on any atom: 3.4 eV/A
- Spin multiplicity: 2
- Electronic energy: -13742.826 eV
- Net charge: +3
- Orbital gap (alpha / beta): 5.469 / 7.096 eV
- E_HOMO (alpha / beta): -19.38 / -20.97 eV



# 14
An isolated molecule of C4H5N at a distorted geometry. Source: OMol25; level of theory: ωB97M-V with the def2-TZVPD basis set.

Last column: Löwdin charge in e.
Atoms and positions in Å:
C: -1.505 -0.034 0.001  -0.10
C: -0.057 0.450 -0.059  -0.19
C: 0.906 -0.316 0.041  -0.17
C: 2.315 0.065 -0.159  -0.16
N: 3.504 0.090 0.115  0.11
H: -1.772 -0.413 1.099  0.12
H: -1.896 -0.943 -0.599  0.10
H: -2.136 0.821 -0.001  0.03
H: -0.127 1.585 -0.161  0.15
H: 0.768 -1.306 -0.280  0.11

Output
- Strongest force on any atom: 9.4 eV/A
- Electronic energy: -5716.453 eV
- Orbital gap: 10.843 eV
- E_HOMO: -10.34 eV



# 15
An isolated molecule of C4H5N at a distorted geometry. Source: OMol25; level of theory: ωB97M-V with the def2-TZVPD basis set.

Last column: Löwdin charge in e.
Atoms and positions in Å:
C: -1.028 -0.554 0.686  0.01
C: -0.053 -0.233 -0.151  -0.38
C: 0.350 1.168 -0.767  -0.04
C: 1.001 -1.223 -0.055  -0.20
N: 1.702 -2.162 0.301  0.12
H: -1.093 -1.439 1.578  0.15
H: -1.843 0.105 1.137  0.08
H: 0.782 1.159 -1.731  0.04
H: 1.051 1.701 -0.149  0.07
H: -0.869 1.478 -0.848  0.15

Output
- Strongest force on any atom: 7.6 eV/A
- Electronic energy: -5715.862 eV
- Orbital gap: 10.500 eV
- E_HOMO: -10.22 eV



# 16
An isolated molecule of C4H5N. Source: OMol25; level of theory: ωB97M-V with the def2-TZVPD basis set.

Last column: Löwdin charge in e.
Atoms and positions in Å:
N: 0.330 1.197 -0.365  -0.05
C: 1.383 0.383 -0.297  -0.07
C: 0.727 -0.885 0.198  -0.23
C: -0.769 -0.683 0.135  -0.09
C: -0.951 0.601 -0.188  -0.11
H: 0.445 2.182 -0.556  0.12
H: 1.110 -0.717 1.224  0.12
H: 1.127 -1.853 -0.125  0.10
H: -1.552 -1.413 0.307  0.10
H: -1.850 1.187 -0.333  0.11

Output
- Strongest force on any atom: 0.5 eV/A
- Electronic energy: -5716.570 eV
- Orbital gap: 9.444 eV
- E_HOMO: -8.43 eV



# 17
An isolated molecule of C4H5N at a distorted geometry. Source: OMol25; level of theory: ωB97M-V with the def2-TZVPD basis set.

Last column: Löwdin charge in e.
Atoms and positions in Å:
N: 2.542 0.677 0.070  0.13
C: 1.667 -0.086 0.100  -0.23
C: 0.318 -0.482 0.414  -0.26
C: -1.007 -0.655 -0.306  -0.08
C: -0.425 0.710 -0.176  -0.13
H: 0.194 -0.641 1.482  0.14
H: -1.790 -1.013 0.358  0.11
H: -1.088 -1.053 -1.313  0.11
H: -0.423 1.553 0.501  0.12
H: 0.012 0.989 -1.130  0.11

Output
- Strongest force on any atom: 1.4 eV/A
- Electronic energy: -5716.471 eV
- Orbital gap: 10.770 eV
- E_HOMO: -9.91 eV



# 18
The ion C4H5N with charge +1 at a distorted geometry. Source: OMol25; level of theory: ωB97M-V with the def2-TZVPD basis set.

Last column: Mulliken spin population.
Atoms and positions in Å:
C: 0.025 0.683 -0.394  0.18
C: -0.257 -0.773 0.207  0.07
N: -1.220 -1.467 -0.505  -0.32
C: 1.461 1.040 -0.435  0.86
C: 0.773 1.562 0.555  0.19
H: -0.629 1.060 -1.172  0.02
H: -1.043 -0.823 1.027  0.00
H: 0.680 -1.279 0.400  -0.01
H: -0.823 -2.286 -1.004  0.00
H: 1.033 2.283 1.321  0.00

Output
- Strongest force on any atom: 3.8 eV/A
- Spin multiplicity: 2
- Electronic energy: -5701.888 eV
- Net charge: +1
- Orbital gap (alpha / beta): 8.191 / 6.364 eV
- E_HOMO (alpha / beta): -15.96 / -15.42 eV



# 19
A cluster of 2 separate species, C4H5N2 in total at a distorted geometry. Source: OMol25; level of theory: ωB97M-V with the def2-TZVPD basis set.

Last column: Löwdin charge in e.
Atoms and positions in Å:
C: 0.060 0.466 0.098  -0.02
C: 2.318 -0.015 -0.482  0.16
C: -2.034 -0.096 0.413  -0.10
C: -1.185 0.615 -0.470  -0.10
N: 2.874 -0.278 0.520  0.26
N: -0.667 -0.563 0.506  0.11
H: 2.124 -0.008 -1.536  0.12
H: -2.499 0.413 1.231  0.13
H: -2.702 -0.828 -0.233  0.18
H: -1.226 0.391 -1.539  0.14
H: 2.937 -0.097 1.493  0.13

Output
- Strongest force on any atom: 4.2 eV/A
- Electronic energy: -7195.027 eV
- Net charge: +1
- Orbital gap: 9.543 eV
- E_HOMO: -14.32 eV



# 20
A structure of composition C4H5N2 at a distorted geometry. Source: OMol25; level of theory: ωB97M-V with the def2-TZVPD basis set.

Last column: Löwdin charge in e.
Atoms and positions in Å:
C: 1.820 0.440 0.299  -0.03
C: -1.035 -1.130 0.265  -0.01
C: 0.404 0.359 0.730  -0.10
C: 0.444 -1.100 0.435  -0.16
N: 1.535 -0.957 -0.218  0.21
N: -0.738 0.332 0.189  0.15
H: 2.323 1.102 -0.513  0.17
H: 2.731 0.291 1.058  0.19
H: -1.288 -1.666 -0.592  0.11
H: -1.724 -1.588 1.134  0.20
H: -2.155 1.690 -0.693  0.28

Output
- Strongest force on any atom: 5.2 eV/A
- Electronic energy: -7191.226 eV
- Net charge: +1
- Orbital gap (alpha / beta): 6.760 / 9.919 eV
- E_HOMO (alpha / beta): -14.90 / -15.55 eV